Molecular formula: C4H12NO3
Method: DFT, ωB97M-V/def2-TZVPD

XYZ file:
```
20
Properties=species:S:1:pos:R:3:mulliken_charge:R:1
O -1.7447 1.3885 -1.0522 -0.4062
C -0.5783 0.6861 -1.1009 0.0617
C 0.0611 0.5826 0.5894 0.4158
N -0.5118 -0.5213 1.1665 -0.1153
C 0.2629 -1.7271 1.1752 -0.7864
C -0.1973 1.8907 1.2969 -1.3863
O -0.6135 -0.4190 -1.6015 -0.5241
H 0.1442 1.3751 -1.6128 0.4097
H 1.1171 0.3537 0.4694 0.4019
H -2.4472 0.7768 -1.3379 0.3706
H -1.3962 -0.7413 0.7146 0.3630
H 0.4772 -2.0395 0.1280 0.3553
H 1.2276 -1.5931 1.6517 0.3462
H -0.3361 -2.4955 1.6522 0.3339
H -1.2290 2.2344 1.2751 0.3494
H 0.2898 2.6545 0.6878 0.4069
H 0.2192 1.9039 2.2953 0.3804
H 2.3327 -1.6229 -2.6234 0.3062
H 0.9988 -1.2590 -1.9995 0.3355
O 1.9236 -1.4275 -1.7742 -0.6184
```

As for the net charge: +1. For the total energy, the calculation gives -439.682567 Ha. For the energy above the lowest of the compared OMol25 structures with the same formula, charge and spin, the calculation gives 120.46 kcal per mole. The LUMO energy comes out at -0.3009 hartree. As for the HOMO energy: -0.5440 Eh.